Record 1
C36H30BaN7O12S2 | wB97M-V/def2-TZVPD

**F_max**: 1.13 eV/Å
**E_HOMO**: -5.44 eV
**Charge**: -1
**Lowest unoccupied orbital energy**: 0.0410 Eh
**Relative energy (zero: lowest compared OMol25 entry of this formula, charge and spin)**: 43.1 kcal per mole

Positions of all 88 atoms, in Å:
Ba: 1.44595 0.21201 0.87963
C: -0.68405 1.09569 -4.42592
O: -1.72874 0.67832 -3.52688
C: -1.41936 1.26507 -2.34559
N: -0.54286 2.18257 -2.33675
C: -0.12377 2.35309 -3.73566
C: 1.35908 2.58952 -3.91790
C: 1.92669 2.46463 -5.18379
C: 3.27198 2.73901 -5.38896
C: 4.06404 3.15807 -4.32895
C: 3.50418 3.28751 -3.06512
C: 2.16160 2.99990 -2.85978
C: -2.21060 0.82700 -1.16592
C: -3.56937 0.56740 -1.26874
C: -4.24936 0.21962 -0.11203
C: -3.56678 0.17038 1.09251
C: -2.20931 0.45963 1.08958
N: -1.54260 0.74804 -0.02188
C: -1.38853 0.59555 2.35993
N: -0.31564 1.40327 2.29056
C: -0.46285 2.37144 3.36442
C: -1.33217 1.60458 4.34633
O: -2.18303 0.86506 3.45980
C: 0.87680 2.86227 3.85026
C: 1.33557 2.68929 5.14936
C: 2.59835 3.13874 5.51948
C: 3.41990 3.76061 4.59353
C: 2.96939 3.94154 3.29126
C: 1.70726 3.50081 2.92841
H: 0.05594 0.29348 -4.49790
H: -1.13235 1.28424 -5.39916
H: -0.63695 3.24095 -4.12934
H: 1.31431 2.14073 -6.01827
H: 3.69930 2.62466 -6.37846
H: 5.11474 3.37337 -4.48497
H: 4.11690 3.59710 -2.22633
H: 1.72104 3.08990 -1.87739
H: -4.06365 0.63175 -2.22768
H: -5.30845 -0.00243 -0.14935
H: -4.05819 -0.07585 2.02261
H: -1.03361 3.24660 3.00168
H: -0.73196 0.89539 4.92478
H: -1.96554 2.20609 4.99669
H: 0.71442 2.18879 5.88058
H: 2.94259 2.98971 6.53547
H: 4.40663 4.10059 4.88153
H: 3.60362 4.42675 2.55962
H: 1.34569 3.64824 1.91589
O: 0.87703 -2.10176 1.45631
S: 0.33282 -1.75829 2.80280
O: 0.04567 -2.93559 3.58158
O: 1.23457 -0.78028 3.40723
O: -1.02739 -1.05940 2.50746
C: 0.66241 -5.25732 1.24642
C: 0.90540 -4.63364 -0.08456
C: 2.05379 -4.75617 -0.81184
C: 2.12448 -4.07848 -2.05039
N: 1.13638 -3.36869 -2.54577
C: -0.01014 -3.24361 -1.82646
S: -1.35645 -2.41423 -2.35346
N: -0.08182 -3.89410 -0.61593
C: 3.38708 -4.13253 -2.85990
H: 1.45379 -5.96587 1.48037
H: -0.29596 -5.77933 1.25081
H: 0.62569 -4.48012 2.02395
H: 2.88153 -5.34108 -0.43967
H: -0.91304 -3.70959 -0.07016
H: 3.87015 -5.10599 -2.77284
H: 4.08528 -3.37700 -2.48901
H: 3.16728 -3.91213 -3.90210
O: 3.75629 0.54621 -0.21512
C: 3.29271 0.14299 -1.31390
O: 2.08361 0.01949 -1.59820
C: 4.27538 -0.19954 -2.41350
C: 3.78811 -0.43544 -3.69163
C: 4.68699 -0.68657 -4.70927
C: 6.05132 -0.73794 -4.49997
C: 6.49815 -0.51824 -3.21187
C: 5.63726 -0.23850 -2.16394
N: 7.95083 -0.56844 -2.95819
O: 8.68405 -0.74541 -3.91156
O: 8.32590 -0.42997 -1.81291
N: 4.18267 -0.89088 -6.08083
O: 5.00644 -1.03342 -6.96591
O: 2.98240 -0.90132 -6.24264
H: 2.72164 -0.40688 -3.86990
H: 6.73749 -0.93461 -5.30808
H: 6.00926 -0.04057 -1.16911

Record 2
C5H7Cl3 | wB97M-V/def2-TZVPD

**F_max**: 4.84 eV/Å
**E_HOMO**: -8.75 eV
**Charge**: 0
**Lowest unoccupied orbital energy**: -0.0013 Eh
**Relative energy (zero: lowest compared OMol25 entry of this formula, charge and spin)**: 57.8 kcal per mole

Positions of all 15 atoms, in Å:
C: 2.32927 -0.65138 -1.03756
C: 2.04643 -0.56667 0.24256
C: -1.87391 1.07330 0.36688
C: 0.70173 -0.72615 0.56533
C: -0.32488 1.21522 0.55080
Cl: 3.23144 -0.50790 1.66341
Cl: 0.14692 1.95610 2.04570
Cl: 0.45340 2.10241 -0.73500
H: 3.26572 -0.27847 -1.48782
H: 1.56670 -0.74803 -1.76980
H: -2.22224 0.12912 0.70837
H: -2.44137 1.88531 0.80728
H: -2.11751 1.03118 -0.76024
H: 0.20509 -1.08510 -0.28711
H: 0.40704 -1.07754 1.57199

Record 3
C5H5NO | wB97M-V/def2-TZVPD

**F_max**: 1.81 eV/Å
**E_HOMO**: -9.62 eV
**Charge**: 0
**Lowest unoccupied orbital energy**: 0.0241 Eh
**Relative energy (zero: lowest compared OMol25 entry of this formula, charge and spin)**: 53.0 kcal per mole

Positions of all 12 atoms, in Å:
O: 0.58502 1.05312 2.44777
C: 0.22104 0.84934 1.31469
C: 0.80423 -0.05209 0.23564
C: 0.13367 -1.29997 -0.23072
C: -0.08870 -0.12852 -1.12535
C: -1.29158 0.61927 -0.91019
N: -2.00397 1.27891 -0.27315
H: -0.66484 1.38691 0.88857
H: 1.86698 0.07897 0.05420
H: -0.71759 -1.66007 0.33466
H: 0.77279 -2.07553 -0.63186
H: 0.38295 -0.05034 -2.10425

Record 4
CH7N3S | wB97M-V/def2-TZVPD

**F_max**: 2.67 eV/Å
**E_HOMO (alpha / beta)**: -7.58 / -6.56 eV
**Charge**: 0
**Lowest unoccupied orbital energy (alpha / beta)**: 0.0291 / 0.0291 Eh
**Relative energy (zero: lowest compared OMol25 entry of this formula, charge and spin)**: 125.3 kcal per mole

Positions of all 12 atoms, in Å:
C: 1.77584 -0.52703 -0.43029
N: -0.30794 0.43115 1.52605
N: -0.94324 0.56389 -0.67940
N: -0.06876 0.83239 0.29062
S: -1.86127 -0.83073 -0.92985
H: 0.91833 -1.14128 -0.62030
H: 2.16669 0.01469 -1.29598
H: 2.21235 -0.44223 0.55535
H: 0.51765 0.76080 2.08812
H: -0.88036 -0.45414 1.62258
H: -0.59685 0.86540 -1.52522
H: -2.93243 -0.07291 -0.60168